C22H42AlCl3N2O4Si | wB97M-V/def2-TZVPD

Last column: Löwdin charge in e.
Atoms and positions in Å:
C -1.895 -1.961 -4.521  -0.045
C -1.088 -2.012 -3.252  -0.405
H -2.283 -2.941 -4.816  0.087
H -1.236 -1.586 -5.319  0.097
H -2.780 -1.336 -4.406  0.058
C 0.020 -2.857 -3.195  -0.235
C 0.121 -4.157 -3.865  -0.186
H 0.874 -2.580 -2.572  0.045
H 0.624 -4.137 -4.856  0.048
H -0.845 -4.652 -4.040  0.059
H 0.763 -4.765 -3.202  0.059
Al -0.038 0.909 2.631  -0.703
Cl -1.293 2.125 4.018  0.356
Cl -0.360 1.478 -0.921  0.447
H 2.185 4.440 4.188  0.107
H -0.114 5.963 3.957  0.105
C 2.209 4.682 3.119  -0.005
C 0.071 5.915 2.879  -0.019
N 0.867 4.740 2.532  -0.139
H 2.820 3.949 2.594  0.097
C 0.265 3.663 2.050  -0.253
O 0.782 2.493 1.998  -0.068
H -0.880 5.869 2.351  0.100
H -0.778 3.771 1.729  0.146
H 2.668 5.665 3.023  0.093
H 0.610 6.817 2.587  0.095
H 2.054 0.002 -1.540  0.073
H 3.091 -2.771 -1.070  0.105
C 2.726 0.031 -0.680  -0.007
C 3.329 -2.333 -0.095  -0.021
N 2.495 -1.158 0.154  -0.139
H 2.539 0.922 -0.102  0.079
C 1.845 -0.999 1.316  -0.192
O 1.306 0.118 1.591  -0.066
H 3.163 -3.068 0.694  0.085
H 1.855 -1.862 2.014  0.154
H 3.747 -0.015 -1.024  0.091
H 4.381 -2.035 -0.108  0.094
O -0.866 -0.627 -2.510  -0.261
C -1.818 -1.565 -1.981  -0.217
C -0.222 -2.614 -0.318  -0.067
C -1.532 -2.341 -0.736  -0.180
H 0.593 -2.150 -0.875  0.072
C 0.042 -3.439 0.775  -0.124
H -2.860 -1.216 -2.098  0.141
C -2.591 -2.925 -0.004  -0.054
H 1.057 -3.603 1.113  0.069
C -1.002 -4.018 1.474  -0.124
C -2.307 -3.699 1.115  -0.128
H -3.611 -2.700 -0.321  0.113
H -0.806 -4.701 2.309  0.098
H -3.125 -4.031 1.750  0.095
Si -0.832 1.673 -2.960  0.185
Cl -1.477 -0.415 2.019  0.554
C 0.770 1.860 -3.914  -0.185
C -1.629 3.420 -2.718  -0.265
C -2.198 1.003 -4.068  -0.193
H 1.534 1.156 -3.586  0.010
H 1.127 2.887 -3.716  0.029
H 0.649 1.778 -5.013  0.045
H -1.677 0.161 -4.541  -0.005
H -2.482 1.660 -4.897  0.042
H -3.112 0.701 -3.544  0.048
H -2.341 3.378 -1.884  0.009
H -2.157 3.772 -3.610  0.016
H -0.837 4.138 -2.468  0.004
C -0.286 -0.139 6.379  -0.081
C -0.188 -0.796 5.023  -0.251
O 0.737 -0.002 4.189  -0.108
H 0.675 -0.187 6.898  0.081
H -1.063 -0.618 6.974  0.088
H -0.564 0.903 6.221  0.030
H 0.128 -1.843 5.008  0.133
H -1.146 -0.733 4.494  0.053
H 1.595 -0.455 4.184  0.137

Values from the calculation:
E_HOMO ... -3.76 eV
Energy above the lowest of the compared OMol25 structures with the same formula, charge and spin ... 42.4 kcal/mol
Gap between HOMO and LUMO ... 3.3 eV
Total charge ... 0
Molecular weight ... 560.02 g/mol

C22H42AlCl5CsF5MgNO10S2 | wB97M-V/def2-TZVPD

Last column: Löwdin charge in e.
Atoms and positions in Å:
C 0.479 0.837 -3.016  -0.133
C -0.416 2.167 -3.006  -0.460
S -1.831 1.846 -4.112  1.172
F -1.672 2.945 -5.342  -0.298
C -3.367 2.389 -3.271  -0.410
S -4.428 1.016 -2.681  0.695
O -4.254 -0.241 -3.444  -0.362
O -5.832 1.507 -2.856  -0.374
H 1.468 1.090 -2.585  0.065
H -0.073 0.111 -2.356  0.044
H 0.558 0.447 -4.061  0.070
H -0.793 2.490 -1.896  -0.177
H 0.231 2.957 -3.469  0.110
H -3.970 2.980 -4.006  0.107
H -3.145 3.099 -2.424  0.049
H -4.269 0.850 -1.306  0.091
C 2.914 -3.273 0.080  0.034
C 2.081 -2.243 -0.064  0.032
C 0.859 -2.352 -0.887  -0.372
O 0.097 -1.412 -1.022  0.050
C 0.598 -3.653 -1.544  -0.165
C 1.434 -4.686 -1.400  -0.017
C 2.654 -4.572 -0.575  -0.391
O 3.412 -5.511 -0.441  0.126
H 3.814 -3.208 0.680  0.135
H 2.259 -1.286 0.409  0.117
H -0.306 -3.718 -2.143  -0.017
H 1.259 -5.645 -1.875  0.128
C 4.490 0.428 -1.794  -0.903
O 3.761 0.686 -2.752  0.182
O 5.745 0.423 -1.826  0.250
O 4.088 0.128 -0.641  0.223
C -1.512 0.521 4.756  -0.048
C -2.895 0.271 4.186  -0.148
N -3.858 1.442 4.315  -0.248
C -4.086 1.695 5.796  0.020
C -5.228 1.047 3.783  -0.150
C -5.332 0.763 2.296  -0.049
C -3.333 2.756 3.736  -0.056
C -2.866 2.758 2.285  -0.207
O -1.770 1.888 2.100  -0.208
C -1.756 1.213 0.850  -0.180
H -1.533 0.696 5.832  0.079
H -0.898 -0.367 4.593  0.098
H -0.998 1.356 4.286  0.078
H -3.359 -0.564 4.717  0.140
H -2.838 -0.008 3.139  0.102
H -4.437 0.771 6.254  0.104
H -4.837 2.477 5.894  0.113
H -3.155 2.024 6.248  0.100
H -5.921 1.846 4.054  0.139
H -5.514 0.150 4.336  0.103
H -5.458 1.683 1.725  0.076
H -6.235 0.179 2.111  0.089
H -4.493 0.197 1.894  0.074
H -2.501 3.051 4.376  0.134
H -4.137 3.483 3.864  0.144
H -2.523 3.771 2.049  0.124
H -3.677 2.545 1.592  0.094
H -2.428 1.659 0.120  0.010
H -2.035 0.162 1.010  0.082
H -0.743 1.236 0.459  0.066
Cl -1.115 3.649 -0.730  0.037
Mg 0.439 -3.543 -4.089  0.694
C 4.355 -3.396 -7.167  -2.039
Cl 3.750 -3.773 -5.540  0.412
Cl 6.125 -3.357 -7.141  0.536
Cl 3.806 -4.641 -8.302  0.524
Cl 3.734 -1.816 -7.675  0.513
C 10.257 2.001 -2.152  -0.065
C 9.854 1.159 -3.353  -0.499
C 8.778 1.848 -4.176  -0.064
O 9.375 -0.108 -2.907  -0.057
H 9.402 2.164 -1.489  0.080
H 11.022 1.490 -1.565  0.079
H 10.646 2.973 -2.463  0.079
H 10.730 0.970 -3.978  0.138
H 7.874 2.006 -3.581  0.073
H 8.492 1.229 -5.029  0.078
H 9.123 2.816 -4.548  0.079
H 8.602 0.047 -2.354  0.072
O 1.013 -5.104 2.228  -0.054
H 0.858 -5.294 3.159  0.041
H 1.933 -5.354 2.089  0.030
F -6.380 -3.616 6.070  -0.194
Al -7.229 -2.122 5.803  -0.053
F -7.216 -1.739 4.084  -0.230
F -6.454 -0.830 6.688  -0.196
F -8.916 -2.295 6.355  -0.652
Cs -10.345 -2.662 4.731  1.362

Values from the calculation:
E_HOMO ... -8.61 eV
Gap between HOMO and LUMO ... 2.2 eV
Total charge ... +1
Molecular weight ... 1001.16 g/mol

C22H42As2N6RuS | wB97M-V/def2-TZVPD

Last column: Löwdin charge in e.
Atoms and positions in Å:
Ru -0.306 -0.284 -1.428  0.828
N -0.036 -2.372 -0.816  -0.055
C -1.278 -2.870 -0.122  -0.158
C -2.136 -1.699 0.325  -0.163
N -2.333 -0.755 -0.812  -0.251
C -3.149 -1.375 -1.906  -0.134
C -2.297 -1.968 -3.002  -0.174
N -1.223 -0.990 -3.305  -0.060
C -3.004 0.514 -0.398  -0.182
C -2.592 1.624 -1.349  -0.170
N -1.097 1.696 -1.405  -0.078
H 0.234 -3.033 -1.540  0.110
H 0.722 -2.432 -0.143  0.053
H -1.000 -3.465 0.747  0.133
H -1.814 -3.531 -0.797  0.114
H -1.642 -1.151 1.128  0.069
H -3.103 -2.064 0.685  0.149
H -3.772 -0.592 -2.337  0.128
H -3.828 -2.118 -1.482  0.150
H -2.905 -2.176 -3.884  0.146
H -1.823 -2.901 -2.715  0.103
H -1.616 -0.213 -3.834  0.096
H -0.558 -1.428 -3.938  0.091
H -2.690 0.752 0.613  0.037
H -4.089 0.391 -0.404  0.148
H -3.012 2.575 -1.020  0.143
H -2.952 1.446 -2.364  0.116
H -0.769 2.082 -0.519  0.019
H -0.827 2.379 -2.109  0.087
C 2.471 -0.641 -4.086  -0.221
As 1.323 0.561 -3.089  1.099
C 0.428 1.475 -4.540  -0.236
C 2.483 1.833 -2.245  -0.416
C 3.123 2.872 -2.906  -0.064
C 3.985 3.697 -2.190  -0.023
C 4.209 3.475 -0.839  -0.020
C 3.579 2.424 -0.181  -0.062
C 2.712 1.605 -0.889  -0.419
As 1.838 0.071 -0.125  1.094
C 2.189 0.157 1.772  -0.283
C 3.025 -1.420 -0.541  -0.255
H 2.873 -0.090 -4.936  0.059
H 1.919 -1.507 -4.452  0.041
H 3.297 -0.974 -3.462  0.033
H 1.171 2.089 -5.049  0.049
H -0.388 2.121 -4.221  0.035
H 0.058 0.743 -5.258  0.047
H 2.967 3.055 -3.961  0.111
H 4.481 4.517 -2.692  0.130
H 4.881 4.124 -0.293  0.129
H 3.772 2.261 0.872  0.111
H 1.580 -0.591 2.277  0.016
H 1.944 1.142 2.153  0.004
H 3.249 -0.068 1.894  0.057
H 4.055 -1.064 -0.503  0.063
H 2.828 -1.852 -1.519  0.010
H 2.915 -2.187 0.227  0.046
C -1.525 1.514 6.894  0.022
C -1.249 0.646 5.718  -0.225
C -1.103 -0.719 5.757  0.057
C -0.844 -1.396 4.563  -0.272
N -0.734 -0.764 3.386  0.089
C -0.875 0.560 3.346  -0.763
S -0.741 1.488 1.923  0.658
N -1.130 1.238 4.509  0.119
C -0.691 -2.880 4.544  -0.004
H -1.581 0.924 7.803  0.101
H -2.472 2.042 6.761  0.111
H -0.737 2.262 7.009  0.110
H -1.185 -1.249 6.693  0.138
H -1.224 2.244 4.433  0.152
H -0.623 -3.296 5.546  0.094
H 0.198 -3.157 3.978  0.088
H -1.557 -3.325 4.049  0.097

Values from the calculation:
Multiplicity ... 2
E_HOMO (spin up / spin down) ... -15.91 / -15.88 eV
Energy above the lowest of the compared OMol25 structures with the same formula, charge and spin ... 24.1 kcal/mol
Gap between HOMO and LUMO (spin up / spin down) ... 7.4 / 5.9 eV
Total charge ... +3
Molecular weight ... 673.60 g/mol

- Which of these has the lowest total charge?
  C22H42AlCl3N2O4Si